[1]
C15H18N4S2 | wB97M-V/def2-TZVPD

Computed properties:
Lowest unoccupied orbital energy, eV: -0.2
Energy above the lowest of the compared OMol25 structures with the same formula, charge and spin, kcal per mole: 0.0
SMILES string: C=Cc1ccc(CN(CCC)c2nc(=S)[nH]c(=S)[nH]2)cc1
Gap between HOMO and LUMO, eV: 8.5

CARTESIAN COORDINATES (ANGSTROEM)
1 H -0.1487 -1.3451 2.2129
2 H 1.8643 -3.0247 0.9135
3 H 2.3801 1.0861 0.7765
4 C 1.6884 -3.2192 -1.2193
5 C 1.1704 2.8007 0.7703
6 C -2.9460 -2.4727 -0.3960
7 N -3.3024 -1.5698 -1.3726
8 C 1.3709 1.4468 0.9731
9 C -0.9543 1.0926 1.6240
10 N 0.4245 -1.5891 0.2317
11 H 0.4095 -3.7495 0.4263
12 H 0.2057 6.6971 0.1720
13 C 1.0839 -2.9332 0.1657
14 H 1.5660 -1.0877 1.9233
15 C -1.1519 2.4935 1.4564
16 C -0.4058 4.6969 0.7650
17 C -0.8187 -1.6108 -0.3000
18 S -2.8003 0.4948 -2.9418
19 H 2.4908 -1.1691 -1.6084
20 C 2.8000 -2.2191 -1.6766
21 C -0.0882 3.3055 1.0634
22 H -4.2945 -1.4387 -1.5903
23 C -2.4277 -0.5950 -1.7261
24 H 2.0312 -4.2388 -1.2291
25 H 0.8760 -3.1461 -1.9223
26 H -1.7786 0.4684 1.9609
27 N -1.6497 -2.4920 0.1318
28 C 0.5496 -0.9029 1.5216
29 H -2.1236 2.9024 1.6673
30 H -1.4211 5.0468 0.7932
31 C 0.3350 0.5817 1.3968
32 H -0.5628 0.1077 -1.3194
33 C 0.5266 5.6592 0.3430
34 H 1.9833 3.4417 0.4934
35 S -4.0732 -3.5049 0.1707
36 N -1.1416 -0.6781 -1.2483
37 H 1.5859 5.4334 0.3273
38 H 3.0755 -2.4467 -2.7048
39 H 3.6717 -2.3222 -1.0253

[2]
C15H18NO3P | wB97M-V/def2-TZVPD

Computed properties:
Lowest unoccupied orbital energy, eV: 0.5
Energy above the lowest of the compared OMol25 structures with the same formula, charge and spin, kcal per mole: 374.7
Gap between HOMO and LUMO, eV: 9.2

CARTESIAN COORDINATES (ANGSTROEM)
1 H 3.5363 0.2397 -2.8066
2 C -3.7747 -2.3079 3.3392
3 O -0.3537 0.0066 -1.6185
4 H 2.2273 0.4539 -3.5663
5 C -3.0801 -2.6094 1.2119
6 O -1.5595 1.2617 0.0881
7 H -4.5161 -2.5159 4.1955
8 H -4.3416 -3.9995 2.1569
9 C 2.2443 1.4636 -1.5730
10 H 0.3055 -1.2046 -3.2191
11 H 2.3394 -1.0511 -0.8351
12 H 0.0945 -2.1419 -1.7774
13 O -1.7579 -1.2285 -0.2314
14 H -3.2868 -0.5416 4.1909
15 C -3.1967 -1.1461 3.4056
16 H 3.4603 2.6711 1.5021
17 C 2.9765 1.6057 -0.5309
18 H 1.4678 0.4253 0.8679
19 H -1.9924 0.3140 2.1875
20 C -3.8600 -3.2486 2.0502
21 C -2.4272 -1.5887 1.1401
22 N 0.6506 -0.2765 0.8597
23 C 1.1123 3.4555 -1.0896
24 C -2.4765 -0.7884 2.1467
25 H 1.7759 4.2989 1.0181
26 H 0.2512 -0.3117 1.6674
27 H -2.9732 -3.5368 0.0976
28 C 0.2648 -0.9291 -2.1443
29 C 1.3819 2.2901 -1.9908
30 C 2.8697 2.4540 0.4245
31 C 1.7572 3.6632 0.3037
32 H 0.2172 4.0553 -1.1589
33 C 1.9843 -0.9440 -1.9669
34 H 2.2875 -1.8000 -2.6669
35 H 3.9654 0.7955 -0.2271
36 P -0.8519 0.0647 -0.0718
37 H 0.8108 2.2931 -2.7094
38 C 2.4679 0.3584 -2.6698

[3]
C15H18NO3P | wB97M-V/def2-TZVPD

Computed properties:
Lowest unoccupied orbital energy, eV: 0.2
Energy above the lowest of the compared OMol25 structures with the same formula, charge and spin, kcal per mole: 331.7
Gap between HOMO and LUMO, eV: 8.9

CARTESIAN COORDINATES (ANGSTROEM)
1 O 0.6177 -2.6046 0.2019
2 C -1.7841 -0.3428 1.3954
3 O 0.9946 -0.0075 1.4441
4 C -2.3156 2.9330 -1.5573
5 C -3.4311 4.9681 -0.1200
6 C 4.7436 -3.9405 -0.4818
7 H 0.0793 -0.8775 -2.0088
8 C 2.3429 -4.1648 -0.3335
9 H -2.7989 0.6170 0.1622
10 C 3.3757 -4.8292 -0.3554
11 C -2.1652 3.1110 -0.1188
12 C -1.5140 1.8703 0.6463
13 H -3.2720 1.1465 1.7003
14 H 5.2941 -1.9180 -0.3506
15 C 4.5024 -2.5094 -0.3244
16 P 0.3560 -0.7272 0.3636
17 H 1.2665 -4.9065 0.0465
18 C -2.3681 0.8786 1.0128
19 H -1.0602 2.2808 1.5457
20 H 1.5288 0.3721 -1.2019
21 O -1.1304 -1.0542 0.5796
22 H -3.8953 5.8671 -2.0462
23 H -2.5286 -1.0721 2.1893
24 N 0.5306 -0.1154 -1.1116
25 C 3.1224 -2.1058 -0.0324
26 H -2.8894 4.0409 -3.3368
27 H 5.6550 -4.3427 -0.8445
28 H -0.9487 -0.0307 2.5524
29 H -3.9883 5.9794 0.4303
30 C -3.4633 5.0944 -1.7186
31 C -2.7913 4.0305 0.7444
32 H -0.5689 1.4843 0.2647
33 C 2.0377 -2.8252 0.0003
34 H -2.6024 4.2297 1.7717
35 H 3.0599 -1.0636 -0.0078
36 H -1.6800 2.1826 -1.9179
37 C -2.9535 3.9858 -2.0829
38 H 3.6683 -5.8382 -0.6419

[4]
C15H18O | wB97M-V/def2-TZVPD

Computed properties:
Lowest unoccupied orbital energy, eV: 0.7
Energy above the lowest of the compared OMol25 structures with the same formula, charge and spin, kcal per mole: 31.4
SMILES string: CCc1ccc(O)cc1.Cc1ccccc1
Gap between HOMO and LUMO, eV: 9.2

CARTESIAN COORDINATES (ANGSTROEM)
1 C -2.5715 -1.7409 0.4163
2 H -2.4293 1.4969 1.3724
3 C -2.5527 0.6407 0.7205
4 H -3.1825 -0.2235 -2.5106
5 C 4.3478 2.5013 -1.6341
6 H 2.5993 2.9322 -2.8199
7 H -0.3557 -3.0393 0.6118
8 H 4.2944 1.1356 1.4289
9 H -0.7198 -3.8599 2.0735
10 H -1.0183 -4.5623 0.3955
11 C 2.9742 2.4556 -1.9301
12 C -1.1030 -3.7080 1.0726
13 H 5.8605 2.1774 -0.2356
14 C 2.5334 1.5049 0.2951
15 H -2.9568 -2.4750 -1.4889
16 C -2.7756 0.8330 -0.6818
17 C -2.5350 -0.6160 1.2905
18 H 1.0795 2.0656 -1.2826
19 H -3.0286 -3.0616 2.0421
20 O -2.7258 2.1296 -1.0495
21 H 0.9077 0.0019 0.5927
22 H -3.2657 2.4869 -1.7475
23 C -2.8525 -1.5712 -0.8949
24 C 2.1059 2.0811 -0.9045
25 H -2.4811 -0.7665 2.3579
26 C 3.8997 1.5933 0.5176
27 H 5.0806 2.7908 -2.3740
28 C 1.6297 0.6371 1.1136
29 H 2.0563 0.0531 1.9301
30 C -2.5694 -3.0836 1.0499
31 H -3.0454 -3.8964 0.5160
32 C -2.9476 -0.2747 -1.4571
33 H 0.9475 1.3205 1.6307
34 C 4.7997 2.0413 -0.4165